22
Properties=species:S:1:pos:R:3 method="wB97M-V/def2-TZVPD" multiplicity=1 e_homo_ev=-12.502 charge=+1
C -0.714 -1.448 -1.159
O -0.572 -1.117 -2.539
C -0.142 -0.255 -0.397
C -0.360 -0.291 1.104
C 0.531 -1.323 1.798
S 2.310 -0.956 1.654
N -0.792 0.955 -1.000
H -0.141 -2.338 -0.880
H -1.786 -1.622 -0.858
H -0.856 -1.907 -3.046
H 0.897 -0.155 -0.624
H -1.445 -0.493 1.271
H -0.149 0.689 1.571
H 0.348 -2.327 1.354
H 0.250 -1.355 2.898
H 2.384 0.015 2.522
H -0.766 0.873 -2.083
H -1.747 1.050 -0.722
H -0.271 1.776 -0.748
H 1.713 3.083 -0.059
H 0.558 4.049 0.004
O 0.749 3.097 -0.063

---

19
Properties=species:S:1:pos:R:3 method="wB97M-V/def2-TZVPD" smiles="NC(=O)C1=CC[C@H](N)C1" multiplicity=1 e_homo_ev=-8.707
C 1.429 -0.150 0.430
C 1.225 1.336 -0.121
C -0.368 1.387 -0.099
C -0.901 0.181 0.138
C 0.109 -0.894 0.254
C -2.376 -0.008 0.223
H 3.479 -0.230 0.109
H 2.715 -1.900 0.358
H 1.868 -0.086 1.645
H 1.695 1.942 0.323
H 1.807 1.478 -0.897
H -0.784 2.178 -0.046
H 0.146 -1.669 -0.792
H -0.252 -1.406 1.123
H -2.485 -0.485 -1.776
H -3.835 -0.504 -1.119
N 2.571 -0.783 -0.085
N -2.948 -0.442 -0.986
O -3.095 0.056 1.318

---

16
Properties=species:S:1:pos:R:3 method="wB97M-V/def2-TZVPD" smiles=[O-]CCCNC[O-] multiplicity=1 e_homo_ev=0.637 charge=-2
C 0.163 0.380 0.181
C -1.167 -0.145 -0.351
C -2.430 0.395 0.376
O -3.618 0.021 -0.153
N 1.291 0.087 -0.698
C 2.606 -0.383 -0.029
O 2.581 -0.641 1.258
H 0.059 1.467 0.322
H 0.297 -0.015 1.199
H -1.163 -1.241 -0.274
H -1.302 0.054 -1.423
H -2.260 1.505 0.406
H -2.307 0.079 1.438
H 0.995 -0.699 -1.265
H 2.906 -1.275 -0.665
H 3.350 0.410 -0.322

---

21
Properties=species:S:1:pos:R:3 method="wB97M-V/def2-TZVPD" multiplicity=1 e_homo_ev=-6.486
C -1.691 -0.139 -1.260
C -0.580 -1.051 -0.647
C 0.546 -0.300 -0.186
C 0.387 0.750 0.858
C -0.640 0.393 1.948
C 2.967 0.089 -0.505
C 1.872 -0.683 -0.547
N -2.566 0.373 -0.282
H -2.357 -0.749 -1.874
H -2.901 1.282 -0.630
H -0.241 -1.751 -1.440
H -1.067 -1.735 0.077
H 0.162 1.772 0.515
H -0.449 -0.510 2.514
H 1.332 0.864 1.373
H -0.774 1.254 2.612
H 2.921 1.099 -0.101
H 3.902 -0.238 -0.946
H 2.035 -1.671 -0.966
H -1.278 0.625 -1.926
H -1.579 0.328 1.414

---

120
Properties=species:S:1:pos:R:3 method="wB97M-V/def2-TZVPD" multiplicity=1 e_homo_ev=-9.112
C -2.953 -6.311 -0.673
C -2.439 -5.127 0.113
O -1.676 -5.281 1.046
O -2.860 -3.902 -0.298
C -3.677 -3.241 0.704
C -2.828 -2.262 1.524
C -3.130 -2.336 3.038
C -1.889 -1.958 3.850
C -1.849 -0.435 3.957
C -0.545 0.117 4.546
Si 0.919 0.084 3.357
C 2.121 1.454 3.889
C 2.817 2.046 2.660
S 4.583 2.372 3.030
C 5.012 3.196 1.548
N 5.332 4.398 1.346
N 5.553 4.506 -0.028
C 5.333 3.377 -0.528
O 4.985 2.457 0.423
O 1.697 -1.381 3.271
Si 2.292 -2.064 4.672
C 0.227 0.366 1.625
Cl 0.593 -0.903 0.477
C -0.528 1.386 1.239
C -0.908 2.523 2.136
Cl -1.172 1.437 -0.365
H -3.189 -7.082 0.045
H -3.832 -6.043 -1.246
H -2.159 -6.629 -1.335
H -4.111 -3.994 1.349
H -4.461 -2.714 0.177
H -1.796 -2.540 1.376
H -2.961 -1.258 1.137
H -3.889 -1.588 3.251
H -3.525 -3.300 3.329
H -0.991 -2.320 3.360
H -1.959 -2.366 4.853
H -2.658 -0.141 4.622
H -2.067 -0.032 2.972
H -0.695 1.160 4.813
H -0.348 -0.398 5.482
H 2.823 1.058 4.616
H 1.515 2.201 4.383
H 2.796 1.399 1.794
H 2.380 3.008 2.439
H 5.375 3.038 -1.542
H 1.741 -3.430 4.768
H 1.881 -1.309 5.870
H 3.763 -2.171 4.631
H -1.449 2.189 3.009
H -0.024 3.104 2.375
H -1.559 3.182 1.579
C 9.497 0.186 -4.638
C 8.539 1.321 -4.987
C 8.314 2.316 -3.839
O 7.451 1.856 -2.814
C 8.060 1.021 -1.844
N 7.283 0.748 -5.478
H 9.026 -0.568 -4.007
H 9.826 -0.318 -5.546
H 10.384 0.560 -4.122
H 8.992 1.886 -5.808
H 7.822 3.200 -4.253
H 9.266 2.655 -3.411
H 9.095 1.314 -1.654
H 8.020 -0.028 -2.145
H 7.493 1.122 -0.918
H 6.684 1.501 -5.811
H 6.788 0.370 -4.674
C -5.083 0.788 -3.076
C -4.831 -0.708 -2.916
C -5.763 -1.390 -1.903
O -5.437 -1.156 -0.544
C -5.909 0.066 -0.008
N -3.422 -0.917 -2.583
H -4.685 1.362 -2.239
H -4.593 1.155 -3.977
H -6.150 1.003 -3.164
H -5.023 -1.175 -3.887
H -5.670 -2.472 -2.036
H -6.815 -1.136 -2.094
H -6.878 0.345 -0.431
H -5.190 0.873 -0.169
H -6.024 -0.069 1.068
H -3.228 -1.915 -2.572
H -3.297 -0.631 -1.615
C 3.692 2.210 -8.836
C 3.885 2.336 -7.328
C 2.792 3.157 -6.629
O 2.903 4.556 -6.800
C 2.368 5.062 -8.010
N 5.226 2.869 -7.065
H 3.966 3.124 -9.362
H 4.324 1.414 -9.228
H 2.656 1.969 -9.082
H 3.838 1.325 -6.911
H 2.883 2.990 -5.552
H 1.791 2.813 -6.919
H 1.482 4.503 -8.324
H 3.113 5.051 -8.808
H 2.082 6.098 -7.834
H 5.384 2.861 -6.061
H 5.214 3.859 -7.298
C -6.006 -0.955 5.624
C -5.959 -2.480 5.650
C -7.048 -3.117 6.526
O -6.807 -3.044 7.917
C -7.169 -1.821 8.531
N -4.614 -2.906 6.046
H -5.604 -0.517 6.537
H -5.405 -0.577 4.796
H -7.027 -0.593 5.489
H -6.133 -2.827 4.626
H -7.084 -4.185 6.295
H -8.039 -2.707 6.288
H -8.060 -1.386 8.070
H -6.347 -1.102 8.498
H -7.386 -2.031 9.578
H -4.548 -3.917 5.962
H -4.519 -2.736 7.044

---

124
Properties=species:S:1:pos:R:3 method="wB97M-V/def2-TZVPD" multiplicity=7 s2=12.007 e_homo_ev="-7.506 / -10.020"
V 19.339 1.583 0.116
V 17.506 -0.327 -1.882
O 17.986 -0.086 0.191
H 17.895 -0.728 0.921
O 18.980 1.229 -2.049
H 18.816 1.883 -2.756
B 21.692 -0.026 0.557
F 21.850 -1.404 0.588
F 21.207 0.429 -0.598
F 20.765 0.379 1.481
F 22.938 0.560 0.751
B 14.911 1.748 -1.546
F 14.773 2.058 -0.204
F 16.134 1.159 -1.766
F 13.893 0.884 -2.030
F 14.895 2.919 -2.286
C 22.516 2.469 -5.161
C 21.108 2.411 -4.525
C 19.996 1.904 -5.496
O 21.276 1.488 -3.498
H 22.546 3.180 -5.987
H 22.737 1.537 -5.682
H 23.346 2.688 -4.489
H 20.798 3.334 -4.034
H 20.144 0.839 -5.677
H 20.123 2.365 -6.475
H 18.993 2.111 -5.122
H 20.475 1.509 -2.969
C 17.050 -1.305 4.954
C 17.271 -1.592 3.467
C 16.972 -3.039 3.070
O 16.488 -0.705 2.665
H 17.577 -2.092 5.493
H 15.996 -1.485 5.165
H 17.315 -0.295 5.264
H 18.320 -1.475 3.196
H 15.960 -3.299 2.761
H 17.301 -3.707 3.865
H 17.590 -3.300 2.211
H 16.814 -0.636 1.765
C 17.740 4.841 -2.107
C 17.881 4.579 -0.597
C 16.757 5.181 0.292
O 17.859 3.193 -0.333
H 17.691 5.923 -2.225
H 16.780 4.563 -2.541
H 18.538 4.493 -2.764
H 18.808 4.990 -0.198
H 17.009 4.921 1.320
H 15.789 4.743 0.045
H 16.657 6.263 0.207
H 16.919 2.996 -0.315
C 20.484 -3.780 -5.903
C 20.145 -2.320 -6.355
C 19.068 -2.357 -7.401
O 19.641 -1.753 -5.235
H 21.299 -3.878 -5.186
H 20.855 -4.280 -6.798
H 19.634 -4.377 -5.573
H 21.025 -1.752 -6.659
H 18.075 -2.654 -7.065
H 19.374 -3.047 -8.187
H 18.995 -1.401 -7.920
H 20.277 -1.736 -4.517
C 19.051 -4.217 -2.748
C 18.825 -3.323 -1.545
C 19.729 -3.526 -0.326
O 19.000 -1.949 -1.990
H 18.606 -5.202 -2.607
H 20.131 -4.290 -2.871
H 18.616 -3.782 -3.648
H 17.771 -3.479 -1.314
H 19.404 -2.784 0.404
H 20.790 -3.402 -0.542
H 19.661 -4.541 0.065
H 19.930 -1.836 -2.200
C 10.982 -1.444 -4.301
C 11.699 -2.262 -3.186
C 11.924 -3.726 -3.582
O 12.936 -1.677 -3.113
H 9.929 -1.660 -4.482
H 11.505 -1.695 -5.224
H 11.030 -0.366 -4.144
H 11.206 -2.104 -2.227
H 11.004 -4.272 -3.791
H 12.437 -4.261 -2.782
H 12.606 -3.691 -4.431
H 12.776 -0.743 -2.959
C 14.255 -1.290 0.297
C 15.233 -2.200 -0.500
C 14.623 -3.557 -0.707
O 15.487 -1.537 -1.724
H 14.121 -1.690 1.302
H 13.299 -1.167 -0.211
H 14.672 -0.286 0.379
H 16.184 -2.241 0.031
H 15.226 -4.115 -1.424
H 13.660 -3.429 -1.201
H 14.419 -4.176 0.166
H 14.668 -1.481 -2.223
C 16.497 -0.023 -6.021
C 16.284 -0.910 -4.788
C 15.908 -2.327 -5.168
O 17.451 -0.792 -4.059
H 16.541 1.002 -5.654
H 15.774 -0.041 -6.837
H 17.407 -0.348 -6.526
H 15.388 -0.450 -4.372
H 15.483 -2.453 -6.164
H 15.177 -2.618 -4.414
H 16.795 -2.961 -5.164
H 18.155 -1.098 -4.636
C 22.965 -3.144 -2.670
C 22.828 -1.745 -3.224
C 23.498 -1.564 -4.601
O 21.473 -1.497 -3.291
H 22.478 -3.929 -3.249
H 22.490 -3.056 -1.693
H 23.988 -3.471 -2.481
H 23.171 -0.978 -2.530
H 23.018 -0.810 -5.225
H 23.521 -2.459 -5.223
H 24.550 -1.325 -4.441
H 21.403 -0.541 -3.351

---

35
Properties=species:S:1:pos:R:3 method="wB97M-V/def2-TZVPD" multiplicity=4 s2=4.240 e_homo_ev="-23.181 / -23.077" charge=+4
C -0.309 2.990 1.056
N -0.092 1.765 0.526
N 0.125 1.953 -0.815
C 0.072 3.261 -1.117
C -0.185 3.968 0.052
B 0.328 0.729 -1.706
N 1.424 -0.161 -1.085
N 1.247 -0.719 0.221
C 2.281 -1.620 0.387
C 3.050 -1.659 -0.780
C 2.463 -0.762 -1.665
Re -0.374 -0.369 1.275
N -0.960 -0.091 -1.613
N -1.483 -0.558 -0.380
C -2.621 -1.265 -0.691
C -2.829 -1.205 -2.075
C -1.776 -0.466 -2.601
H -3.188 -1.756 0.077
H -1.551 -0.171 -3.613
H -3.633 -1.655 -2.637
H 0.605 1.047 -2.824
H 2.681 -0.502 -2.695
H 0.236 3.570 -2.144
H 3.903 -2.285 -0.985
H -0.296 5.039 0.157
H 2.369 -2.155 1.313
H -0.568 3.064 2.100
H -1.409 -2.859 1.099
C -0.740 -2.311 1.787
H 0.193 -2.885 1.890
H 2.156 -0.382 3.905
H -1.222 -2.234 2.770
Se -1.336 0.869 4.161
C 0.128 0.096 3.335
N 1.313 -0.283 3.313

---

25
Properties=species:S:1:pos:R:3 method="wB97M-V/def2-TZVPD" multiplicity=1 e_homo_ev=-11.971 charge=+1
C 1.127 -0.703 1.009
C 0.587 -0.051 -0.233
C 0.654 1.646 -0.064
N -2.854 3.077 -0.118
C -1.651 2.672 -0.436
N -0.613 2.218 0.447
N 1.505 -2.233 1.021
H 0.431 -0.456 1.845
H 2.115 -0.129 1.284
H 1.382 -0.254 -0.910
H -0.396 -0.335 -0.750
H 1.456 1.781 0.695
H 1.058 2.055 -1.005
H -3.144 3.040 0.823
H -1.186 3.055 -1.370
H -0.892 1.741 1.261
H 0.861 -2.823 0.440
H 2.449 -2.385 0.491
H 1.605 -2.731 1.940
H -3.265 1.138 -0.606
H -2.893 -0.298 -1.161
O -2.948 0.236 -0.373
H 1.583 -2.952 -2.027
H 1.383 -4.136 -1.020
O 1.646 -3.171 -1.182